No. 1
Here is the molecule N2 in a non-equilibrium geometry from OMol25. Energies are from ωB97M-V/def2-TZVPD.

The total charge is 0. The energy relative to the best compared isomer or geometry (same formula, charge and spin) comes out at 4.4 kJ/mol.

Element x y z (Å)
N  -0.08839  -0.45626  0.30701
N  0.08839  0.45626  -0.30701

Atomic forces in eV per Å
0.57 2.97 -2.00
-0.57 -2.97 2.00

No. 2
Here is the molecule C2H4N2S3 in a non-equilibrium geometry from OMol25. Energies are from ωB97M-V/def2-TZVPD.

The total charge is 0. The energy relative to the best compared isomer or geometry (same formula, charge and spin) comes out at 217.5 kJ/mol.

Element x y z (Å)
S  0.86568  1.85256  -0.16909
C  0.35626  0.09831  -0.09980
S  1.63140  -1.09874  -0.07355
C  -0.79203  -0.18811  0.86478
S  -2.28718  -0.58968  -0.12258
N  -1.51250  -0.59838  -1.52110
N  -0.37748  -0.27873  -1.70508
H  1.66318  1.78694  -1.14273
H  2.17783  -0.50493  0.95996
H  -0.61741  -1.07170  1.35627
H  -1.10776  0.59247  1.65290

Atoms 1-6, force components in eV/Å:
-2.09 -0.28 2.39
-2.00 0.66 -1.81
0.48 -0.54 -0.43
-0.67 2.78 0.25
-0.75 0.21 1.45
-0.51 -0.16 -2.44

No. 3
Here is the molecule C5H11N in a non-equilibrium geometry from OMol25. Energies are from ωB97M-V/def2-TZVPD.

The total charge is 0. The energy relative to the best compared isomer or geometry (same formula, charge and spin) comes out at 213.9 kJ/mol.

Element x y z (Å)
C  -2.20710  0.86906  -0.00922
C  -0.87589  0.34782  0.45099
C  -0.53665  -1.09288  0.31252
C  0.23418  -0.25508  -0.68232
C  1.68287  0.08755  -0.58173
N  2.24729  0.05352  0.72656
H  -2.46136  0.53392  -1.01950
H  -3.00964  0.52777  0.64891
H  -2.21981  1.95910  -0.00951
H  -0.36381  0.91544  1.21696
H  -1.30027  -1.73829  -0.10624
H  0.04114  -1.55292  1.10596
H  -0.18217  -0.12317  -1.67357
H  1.94322  1.01261  -1.09931
H  1.71109  -0.92402  -1.22392
H  2.04592  -0.80312  1.22636
H  3.25098  0.18267  0.71706

Atoms 1-6, force components in eV/Å:
-0.06 -0.05 0.00
1.56 -0.34 -1.78
0.62 -0.05 -0.40
-3.89 3.01 2.90
-1.00 -3.22 -1.62
0.23 0.11 0.53

No. 4
Here is a cluster of 2 separate species, C6H15NO in total in a non-equilibrium geometry from OMol25. Energies are from ωB97M-V/def2-TZVPD.

The total charge is +1. The energy relative to the best compared isomer or geometry (same formula, charge and spin) comes out at 274.9 kJ/mol. As for the multiplicity: 2.

Element x y z (Å)
C  1.41750  0.71952  1.85049
C  0.61989  -0.55566  1.45382
N  -0.77566  -0.26932  0.86624
C  -0.65871  0.65433  -0.37745
C  -1.20690  0.02048  -1.61864
C  -1.64652  -1.43036  -1.08566
C  -1.48194  -1.53777  0.38619
H  1.12944  1.58542  1.31477
H  2.38677  0.55754  1.56354
H  1.42779  1.00623  2.90213
H  1.26547  -1.11211  0.61075
H  0.47011  -1.30732  2.20267
H  0.42476  0.89300  -0.58161
H  -1.18286  1.60412  -0.18072
H  -2.02344  0.59898  -2.07632
H  -0.50228  -0.08255  -2.53463
H  -0.90814  -2.15886  -1.51838
H  -2.65475  -1.59178  -1.59684
H  -2.46664  -1.14062  0.96148
H  -1.02955  -2.37410  0.93575
H  2.54530  1.43619  -0.61429
H  2.03006  2.39710  -1.57898
O  2.82028  2.08753  -1.28433

Atoms 1-6, force components in eV/Å:
-2.02 -0.89 1.03
0.25 0.76 -1.17
3.78 -1.77 -4.29
0.87 1.71 0.56
-0.18 -1.72 -1.05
0.25 -0.35 -3.48

No. 5
Here is a structure of composition C29H48BrIrN3P2S in a non-equilibrium geometry from OMol25. Energies are from ωB97M-V/def2-TZVPD.

The total charge is +4. The energy relative to the best compared isomer or geometry (same formula, charge and spin) comes out at 305.1 kJ/mol. As for the multiplicity: 6.

Element x y z (Å)
N  -6.33441  3.32528  -3.49408
C  -5.98915  4.00096  -2.39423
C  -4.84434  3.68363  -1.64133
C  -4.00111  2.63738  -2.07123
C  -4.39940  1.90019  -3.20370
C  -5.58359  2.29485  -3.87734
C  -2.71706  2.41379  -1.32777
Ir  -2.43693  0.72585  -0.29987
P  4.22437  -0.45174  -0.20766
C  -1.63369  1.58090  -1.86877
C  -0.20861  1.87693  -1.54028
C  0.77862  1.27430  -2.33872
C  2.10593  1.32013  -1.94095
C  2.43880  1.80880  -0.67032
C  1.48257  2.51082  0.06663
C  0.17754  2.62270  -0.41681
Br  2.30412  -0.42650  0.81843
H  -2.39529  3.34009  -0.83572
H  -1.80357  1.12030  -2.85008
H  -4.63034  4.25777  -0.73813
H  -3.83437  1.03969  -3.57104
H  -6.63874  4.83002  -2.10159
H  -5.93415  1.75911  -4.76542
H  0.49778  0.80616  -3.28860
H  -0.52924  3.28400  0.07731
H  2.87218  0.99176  -2.64430
H  1.76009  2.99595  1.00644
P  -2.04885  -1.44787  -0.30655
C  4.71259  1.25414  -0.00986
C  5.96079  1.66267  -0.76782
H  4.81113  1.50089  1.05639
H  3.65701  1.90695  -0.36894
H  6.12366  2.75191  -0.70130
H  6.86720  1.21223  -0.32945
H  5.91960  1.40748  -1.83371
C  4.13586  -1.13794  -1.86159
C  5.14005  -2.25857  -2.18958
H  4.28149  -0.31610  -2.58099
H  3.10468  -1.50368  -1.97388
H  5.04975  -2.49394  -3.25906
H  6.17758  -1.94163  -2.00698
H  4.93819  -3.17709  -1.61925
C  5.23233  -1.53547  0.82511
C  5.44977  -1.07294  2.27117
H  6.19657  -1.64384  0.30322
H  4.73501  -2.51680  0.79765
H  5.21855  -1.90016  2.95269
H  6.50205  -0.80195  2.42490
H  4.82384  -0.22060  2.55887
C  -1.46771  -2.29324  1.20883
C  -1.61436  -3.81256  1.21932
H  -1.99362  -1.84033  2.06148
H  -0.40710  -2.00992  1.29010
H  -2.66091  -4.13401  1.20775
H  -1.09443  -4.29585  0.38493
H  -1.16949  -4.19578  2.14429
C  -0.86025  -1.99779  -1.57122
C  -1.44160  -2.34268  -2.93812
H  -0.35182  -2.86889  -1.12831
H  -0.11129  -1.19346  -1.65487
H  -2.18489  -3.14600  -2.87072
H  -1.90061  -1.47570  -3.43283
H  -0.62483  -2.70290  -3.57527
C  -3.73553  -2.04451  -0.62016
C  -4.70736  -0.96815  -0.15614
H  -3.86791  -2.99251  -0.08924
H  -3.83392  -2.25386  -1.69243
H  -5.56445  -0.92848  -0.83196
H  -5.06206  -1.14521  0.86430
H  -4.26399  0.07739  -0.16481
S  -2.47598  1.58772  1.75557
C  -1.50464  0.69615  2.90059
N  -2.09646  -0.24935  3.65713
C  -1.56364  -0.73737  4.93440
C  -0.47115  0.19527  5.41421
C  0.51410  0.47909  4.29889
N  -0.22811  1.01782  3.15504
H  -3.08713  -0.37537  3.45853
H  -1.17809  -1.75462  4.77903
H  -2.39153  -0.79186  5.64855
H  0.05249  -0.26046  6.25437
H  -0.91141  1.12865  5.77974
H  1.03623  -0.44009  3.98906
H  1.26496  1.21965  4.59511
H  0.24165  1.59847  2.46294

Atoms 1-6, force components in eV/Å:
3.78 -1.16 2.52
-1.26 1.20 0.13
-0.31 -0.53 -0.86
-0.11 0.14 -0.09
-0.91 0.90 0.24
-0.56 -0.78 -1.44

No. 6
Here is a structure of composition C8H15ClLi2NO8 in a non-equilibrium geometry from OMol25. Energies are from ωB97M-V/def2-TZVPD.

The total charge is -3. The energy relative to the best compared isomer or geometry (same formula, charge and spin) comes out at 0.0 kJ/mol.

Element x y z (Å)
Li  1.81289  -0.07360  -1.95226
Li  -0.05494  -1.77863  -3.34861
Cl  3.05485  2.12907  -1.93351
C  2.59705  -2.51392  -1.92088
O  1.27650  -2.35535  -1.93230
O  3.31926  -1.46869  -1.82983
O  3.07229  -3.71082  -1.87220
C  -0.36439  0.48867  -4.17788
O  -0.66373  1.67343  -4.50781
O  -1.23115  -0.49430  -4.31596
O  0.80338  0.14846  -3.69962
C  1.46151  2.43196  3.60565
O  1.62176  1.26713  2.86333
C  0.67481  1.16561  1.80228
C  0.90057  -0.13027  1.06059
N  0.42328  -0.08496  -0.31005
C  -0.93111  0.38899  -0.51252
C  -2.04985  -0.53760  -0.05354
O  -2.40425  -0.27298  1.30369
C  -3.38696  -1.14814  1.77576
H  2.30153  2.49680  4.29991
H  0.51221  2.40469  4.16243
H  1.49383  3.33144  2.97454
H  0.91016  1.97715  1.09267
H  -0.35294  1.29751  2.15955
H  0.45069  -0.97425  1.61948
H  1.97621  -0.31701  1.07642
H  0.52544  -1.02720  -0.72047
H  -1.05938  0.52811  -1.59172
H  -1.06719  1.35591  -0.02379
H  -1.70396  -1.57975  -0.14709
H  -2.94497  -0.47030  -0.68606
H  -3.93133  -0.68292  2.60273
H  -2.93313  -2.07557  2.15234
H  -4.10892  -1.38867  0.98476

Atoms 1-6, force components in eV/Å:
0.72 0.27 -0.95
1.00 1.06 0.05
0.18 0.39 0.43
0.67 -1.22 1.10
-1.26 0.30 -0.50
-0.46 0.13 -0.16

No. 7
Here is the molecule CBrClFI in a non-equilibrium geometry from OMol25. Energies are from ωB97M-V/def2-TZVPD.

The total charge is 0. The energy relative to the best compared isomer or geometry (same formula, charge and spin) comes out at 180.8 kJ/mol.

Element x y z (Å)
C  -0.39344  -0.04869  -0.27581
F  -0.56986  0.75284  0.78236
Cl  1.14180  0.11182  -0.95497
Br  -1.10208  -1.75323  0.08564
I  3.92681  -0.27836  0.10691

Atomic forces in eV per Å
-0.24 0.01 1.14
-0.02 -0.04 -0.55
0.06 0.04 -0.40
0.10 0.04 -0.26
0.11 -0.05 0.08

No. 8
Here is the molecule C17H20N2O4 in a non-equilibrium geometry from OMol25. Energies are from ωB97M-V/def2-TZVPD.

The total charge is 0. The energy relative to the best compared isomer or geometry (same formula, charge and spin) comes out at 333.6 kJ/mol.

Element x y z (Å)
C  1.70083  1.89662  -3.04083
C  1.20893  0.48337  -2.98976
C  -0.03540  0.12253  -3.48686
C  -0.47176  -1.18696  -3.40849
C  0.29617  -2.17859  -2.81269
C  -0.20093  -3.59155  -2.74753
C  1.53609  -1.80855  -2.28936
O  2.37316  -2.71822  -1.64480
C  1.92130  -3.15087  -0.37340
C  1.24456  -2.05214  0.37726
C  1.64628  -0.79896  0.73964
C  0.48097  -0.21871  1.30346
C  0.40449  1.18460  1.77708
O  1.28046  1.98242  1.48045
N  -0.65885  1.53665  2.52016
C  -1.76850  0.70484  2.94433
C  -2.55444  1.59143  3.91134
C  -2.25849  3.01879  3.42371
O  -3.11546  3.43135  2.39300
C  -0.79815  2.91087  2.97329
N  -0.51290  -1.07535  1.27225
O  -0.05271  -2.20469  0.69717
C  1.98614  -0.50107  -2.39718
H  1.72086  2.31711  -2.03518
H  1.05506  2.51307  -3.66086
H  2.71347  1.93574  -3.43769
H  -0.66733  0.86936  -3.94536
H  -1.43656  -1.45225  -3.81710
H  -0.88000  -3.78932  -3.57384
H  -0.74515  -3.76431  -1.81744
H  0.63129  -4.29056  -2.80218
H  2.82018  -3.48426  0.15495
H  1.22154  -3.99262  -0.45858
H  2.60349  -0.33707  0.63586
H  -1.40810  -0.21147  3.41492
H  -2.37152  0.41043  2.07898
H  -3.62105  1.37829  3.89632
H  -2.18456  1.47240  4.92887
H  -2.38953  3.76188  4.21288
H  -3.00637  2.83630  1.64180
H  -0.55822  3.59987  2.16000
H  -0.10937  3.10778  3.80131
H  2.96006  -0.25818  -1.99990

Atoms 1-6, force components in eV/Å:
0.01 0.01 0.06
-0.01 -0.11 0.00
0.00 0.03 -0.01
0.05 0.03 0.06
0.20 -0.13 0.09
0.05 0.03 0.07